No. 1
ORCA calculation (ωB97M-V/def2-TZVPD) on a single C2H2N2OS molecule.

Geometry (Å):
S -1.305040 2.224980 -0.216439
C -0.389115 0.888941 -0.135898
N 0.822435 0.636346 -0.631103
C 1.030003 -0.617523 -0.389148
O 0.139700 -1.252896 0.299218
N -0.883991 -0.304345 0.425129
H 1.901818 -1.186414 -0.703310
H -1.315812 -0.389090 1.351551

Force components x, y, z for each atom (eV/Å):
-0.1 0.5 0.1
-2.4 0.1 1.1
1.8 -1.1 -1.0
1.8 1.0 -0.8
-0.9 -0.9 0.7
-0.3 0.0 0.4
-0.2 0.1 0.1
0.2 0.3 -0.6

Largest force on an atom   2.618 eV/Å
Relative energy (zero: lowest compared OMol25 entry of this formula, charge and spin)   167.73 kJ/mol
SMILES   S=c1nco[nH]1
E_HOMO   -8.6870 eV
Orbital gap   8.61 eV

***

No. 2
ORCA calculation (ωB97M-V/def2-TZVPD) on a molecular structure, C3H8N2S.

Geometry (Å):
C -2.182984 -0.550909 0.081771
C 0.257139 -0.285099 -0.016819
C 0.455463 1.244197 -0.111754
H -2.550676 -0.276742 -0.995966
H -3.036423 -1.041846 0.530993
H -2.165377 0.693917 0.592671
H 1.180818 1.595429 -1.048581
H -0.562674 1.919898 -0.391524
H 1.050673 1.511565 0.965488
H 1.095127 -1.812245 -0.722140
H 2.813041 -0.756361 1.409763
N -0.803544 -0.927537 0.104309
N 1.465068 -0.957868 -0.455946
S 2.984346 -0.356401 0.057736

Force components x, y, z for each atom (eV/Å):
0.5 6.9 -0.8
0.9 2.5 -2.3
0.4 2.8 0.0
0.9 -0.8 1.6
0.9 -0.9 0.6
-0.7 -3.4 -1.2
-1.6 -1.3 2.7
2.7 -2.1 1.5
-2.0 0.0 -3.1
0.9 -2.9 -0.4
0.6 0.5 -1.3
-0.7 -2.8 0.0
-1.5 3.3 1.5
-1.2 -1.8 1.3

Largest force on an atom   7.011 eV/Å
Relative energy (zero: lowest compared OMol25 entry of this formula, charge and spin)   414.83 kJ/mol
E_HOMO   -8.8361 eV
Orbital gap   9.60 eV

***

largest force on an atom of number 2 (C3H8N2S)? 7.011 eV/Å